[1]
C33H40N4P2ReS | ωB97M-V/def2-TZVPD

The value obtained for the LUMO energy (spin up / spin down) is -7.11 / -9.76 eV. The spin multiplicity is 4. For the orbital gap (spin up / spin down), the calculation gives 0.2143 / 0.1171 hartree. The total charge is +2. The energy relative to the best compared isomer or geometry (same formula, charge and spin) is 6.8 kcal/mol.

Each line ends with the Löwdin spin population.
Atoms and positions in Å:
Re -0.05477 0.70782 1.62377  0.95
S -1.45749 0.45596 3.48384  0.55
P -1.32768 -0.69838 0.45910  0.02
P 1.57337 -0.23990 0.43143  0.08
N -2.27566 0.60126 -0.40738  0.03
N -2.73257 -1.64533 0.95593  0.00
N 2.81426 0.91228 -0.19339  0.03
N 2.71919 -1.45953 1.10517  -0.01
C -0.50373 -1.61391 -0.88841  0.00
C -0.92009 2.32196 -5.55845  0.02
C -2.04043 0.37429 -4.44512  0.10
C 1.50695 0.94138 3.00579  -0.02
C -4.70939 -2.74937 0.93533  0.00
C -2.26805 1.92018 -0.00771  0.26
C 3.99392 -3.31127 1.37644  0.00
C -0.61150 -1.25511 5.50029  0.05
C 4.64870 1.80832 -1.16603  0.01
C -0.53880 0.81751 7.37019  0.00
C -1.17689 -0.67111 -5.07689  0.01
C 3.85713 0.66181 -1.07158  0.00
C -3.85996 -1.94208 0.19342  0.01
C -0.90520 0.05787 5.08945  0.09
C 4.07320 2.78555 -0.30326  0.00
C 3.65665 -1.19104 2.10069  0.00
C -0.22744 -1.49951 6.81891  0.00
C -4.08693 -2.96083 2.20588  0.01
C 0.89833 1.71026 -3.82106  0.01
C -0.94970 1.08062 6.06664  0.07
C -0.14967 -0.47042 7.75524  0.08
C 0.91572 0.38298 -3.98863  0.00
C -2.88371 -2.27240 2.19121  0.01
C -3.56737 1.73289 -1.85907  0.14
C -1.92274 1.69179 -4.63525  0.12
C 0.32636 -0.35807 -5.15422  0.00
C -3.02634 0.48269 -1.55146  0.25
C 0.45825 2.63480 -4.92711  0.01
C 0.94930 -1.12210 -1.02861  0.02
C 2.93894 2.21971 0.26868  0.02
C 4.47047 -2.30017 2.26659  0.00
C -3.11376 2.63666 -0.86311  0.03
C 2.90195 -2.77614 0.69828  0.00
H -1.06353 -1.47311 -1.83023  0.00
H -1.27004 2.06681 5.73281  0.00
H 1.33713 2.21224 -2.95255  0.00
H -0.49799 1.63971 8.08429  0.00
H 0.45028 3.66873 -4.56513  0.00
H 0.03638 -2.51294 7.11959  0.00
H 2.47294 1.29574 2.62094  0.00
H 1.63021 -1.94190 -1.28310  0.00
H 1.58248 -0.27512 -3.41430  0.00
H -1.32673 -1.61418 -4.53280  0.00
H 3.61047 -0.27832 2.66913  0.00
H 0.84141 -1.33421 -5.21932  0.00
H -2.66647 2.39155 -4.23597  0.00
H -1.34278 3.27837 -5.91211  0.00
H 0.18993 -0.66089 8.77203  0.00
H 1.62607 -0.07334 3.42198  0.00
H -2.12995 -2.13277 2.95805  0.00
H -0.52967 -2.67493 -0.57406  0.00
H 4.40665 -4.30237 1.22322  0.00
H -3.11059 -0.46767 -2.05477  0.00
H 3.95115 -0.30428 -1.55148  0.00
H 5.53834 1.92406 -1.76827  0.00
H 1.19566 2.59887 -5.75012  0.00
H 1.12229 1.61078 3.78648  -0.01
H 1.02485 -0.36735 -1.81925  0.00
H 2.22238 -3.23689 -0.00255  0.00
H 0.53824 0.18435 -6.08623  0.00
H 5.32747 -2.36212 2.92961  0.00
H -5.65426 -3.13766 0.57674  0.00
H 2.21464 2.63425 0.95652  0.01
H -3.38926 3.68178 -0.75984  0.00
H -2.91474 -0.05574 -3.95499  0.00
H 4.44365 3.78097 -0.09871  0.00
H -0.65924 -2.05003 4.75712  0.00
H -1.52303 -0.86440 -6.10451  0.01
H -3.98712 -1.54062 -0.80018  0.00
H -4.17792 1.94065 -2.72686  0.00
H -1.65690 2.23445 0.85584  0.02
H -0.77871 1.68074 -6.44050  0.01
H -4.47650 -3.56513 3.01796  0.00

=====

[2]
C34H65F3N4O10 | ωB97M-V/def2-TZVPD

The value obtained for the LUMO energy is -1.11 eV. The SMILES is O=C(O)CCCO[C@H](COCCCC(F)=C(F)F)c1ccncc1.COCCNCCOC.COCCNCCOC.COCCNCCOC. For the orbital gap, the calculation gives 0.2793 hartree. The total charge is 0.

Each line ends with the Löwdin charge.
Atoms and positions in Å:
F -3.65936 2.37869 -7.10708  -0.02
F -3.94501 -0.22960 -7.34256  -0.04
F -4.05812 0.09644 -4.22076  -0.06
O 0.48899 -1.96622 -3.39883  -0.19
O 2.58517 -6.45475 -3.04357  -0.05
O 2.95726 -1.15857 -0.10834  -0.26
O 0.20594 -5.81754 -3.00656  -0.01
O 2.38162 -1.56791 4.33120  -0.19
O 0.37184 4.63470 5.07900  -0.18
O 2.32701 -2.80067 -5.16326  -0.17
O -2.19937 -1.03968 3.36882  -0.20
O -2.63826 6.33367 2.20476  -0.20
O -6.58877 -1.44036 4.25255  -0.18
N 5.81039 1.68011 -4.29454  -0.04
N -4.49077 -2.58065 2.14862  -0.05
N 2.25263 0.71806 2.36354  -0.04
N 0.25228 5.48369 2.01415  -0.05
C -5.96375 -2.54581 2.09942  -0.19
C 3.14405 -2.05099 0.97942  -0.07
C 5.52556 0.98005 -3.01017  -0.13
C 4.24359 -0.22943 -5.38731  -0.01
C 1.11216 0.06292 3.01040  -0.20
C 1.80965 -2.19810 -2.78642  -0.12
C -1.51712 1.11511 -4.74487  -0.13
C -1.74136 -2.15577 4.12243  -0.11
C 1.21699 4.62623 2.72649  -0.18
C -5.36824 -0.94651 4.78258  -0.10
C 2.07339 0.94260 0.91759  -0.18
C 1.83089 -0.28979 0.02050  -0.21
C 3.91228 -1.07437 -3.99469  -0.05
C 3.01694 -2.44722 -3.91695  -0.24
C 1.39898 -4.89614 -6.17706  -0.14
C -3.06489 0.72882 -5.15567  -0.04
C 1.27866 -6.17265 -3.72468  -0.26
C -2.02340 5.72651 1.05934  -0.20
C -2.30977 7.70877 2.36143  -0.11
C -3.84774 -1.38943 1.58663  -0.20
C -2.36157 -1.32192 1.97142  -0.21
C 1.48296 -0.45215 4.40988  -0.19
C 0.40771 -0.55351 -3.87446  -0.18
C 1.22039 -6.32653 -5.37514  -0.12
C -0.90345 4.76041 1.47611  -0.21
C 3.70939 -1.25501 4.73430  -0.11
C 0.71042 3.83050 3.94820  -0.22
C 4.64792 -0.35039 -2.67712  0.01
C 5.15807 1.10875 -5.50705  -0.11
C 2.78596 -4.07339 -5.73241  -0.16
C -1.00205 0.19508 -3.47628  -0.14
C -0.90798 5.24446 5.00992  -0.10
C -6.68306 -1.39090 2.82821  -0.22
C -3.55386 0.99095 -6.56067  -0.02
H -3.94214 -1.40829 0.49915  0.12
H 3.34144 -4.78739 -4.99166  0.11
H 4.22399 -0.67086 3.96834  0.07
H 1.66468 3.93355 2.00665  0.10
H 2.98865 1.43601 0.56823  0.12
H 0.28667 0.77291 3.09027  0.11
H 0.46665 -0.62616 -5.06280  0.14
H 1.63264 0.08717 -0.98911  0.10
H 0.93510 -0.85230 0.30519  0.12
H -6.30766 -3.48781 2.54389  0.12
H 6.03428 1.47775 -2.04884  0.10
H 1.33342 0.05681 -3.46118  0.13
H 4.25400 -2.19505 4.86156  0.09
H -7.75040 -1.48812 2.60011  0.12
H -0.86482 0.97050 -5.72706  0.13
H 1.44513 -5.09587 -7.33010  0.11
H -1.66605 6.47312 0.34241  0.12
H -5.55372 -0.59932 5.80295  0.09
H 3.69920 -3.28043 -3.46221  0.15
H 2.09993 -1.39155 -1.98254  0.08
H -0.10641 3.14454 3.69892  0.10
H -1.90309 -0.48487 1.43651  0.11
H 3.68516 -2.92817 0.61354  0.09
H 3.76217 -0.64767 -6.38992  0.09
H -0.82761 6.21601 4.52365  0.07
H -0.58957 4.17178 0.61189  0.11
H -4.64153 -1.75533 4.84977  0.07
H -1.79831 -0.56893 -3.08441  0.13
H 1.53903 3.19347 4.27729  0.11
H -1.82571 -2.22870 1.67188  0.12
H -6.27738 -2.55993 1.05068  0.11
H -2.43148 8.25881 1.42312  0.09
H -0.06553 6.19804 2.65916  0.06
H 1.73126 -3.23589 -2.20162  0.15
H -1.64506 4.61437 4.50488  0.09
H -2.80931 5.15119 0.56101  0.12
H 0.42146 -4.26148 -5.94667  0.14
H -4.21366 -2.68990 3.11745  0.06
H -2.98956 8.13579 3.10440  0.09
H 5.36320 1.63552 -6.55871  0.11
H 2.02153 5.28867 3.06867  0.12
H -1.25582 5.42690 6.03062  0.09
H 3.08451 0.15309 2.49057  0.06
H -4.96892 -0.10936 4.20372  0.09
H 4.51449 -0.80441 -1.58679  0.09
H 3.45272 -3.96016 -6.68791  0.13
H 3.07520 -5.59276 -2.86497  0.10
H 1.87912 0.34893 5.04270  0.12
H 0.13433 -6.72541 -5.61739  0.13
H -6.39095 -0.40443 2.45210  0.11
H -2.54185 -2.88390 4.27005  0.07
H 1.95747 -7.17832 -5.76954  0.13
H 1.25666 1.65747 0.77501  0.11
H -0.73709 0.96617 -2.60850  0.12
H -1.32724 4.07624 2.22051  0.10
H -4.31903 -0.47080 1.95518  0.10
H 0.57526 -0.82576 4.89306  0.10
H -1.45551 2.27383 -4.49035  0.13
H 3.77275 -1.58319 1.73620  0.07
H -1.43120 -1.79401 5.10701  0.09
H -0.88308 -2.63713 3.64346  0.09
H 0.76630 -0.80011 2.42957  0.09
H 3.72200 -0.71512 5.68621  0.09
H 2.19794 -2.38830 1.41124  0.09
H -1.28977 7.82804 2.73307  0.07